A single C4H6N2OS molecule in a non-equilibrium geometry. Source: the OMol25 dataset; level of theory: ωB97M-V/def2-TZVPD.

Results
**Total charge**: 0
**E_tot**: -20102.5999 eV
**Multiplicity**: 3
**HOMO-LUMO gap (alpha / beta)**: 7.0 / 8.0 eV

Each line ends with the Mulliken spin population.
Positions of all 14 atoms, in Å:
C 0.637 1.096 0.370  1.35
C 0.642 -1.067 -0.428  0.31
C 2.934 -0.429 0.099  0.04
C -0.342 2.160 0.101  -0.03
N 1.906 -1.354 0.067  0.02
N -0.240 -2.030 -0.170  0.01
O 4.067 -0.571 0.345  0.02
S 2.194 1.264 -0.394  0.15
H -0.086 2.952 -0.709  0.05
H -0.256 2.825 1.033  0.07
H -1.459 2.003 0.211  0.02
H 1.978 -2.252 0.461  0.00
H -1.060 -1.929 -0.710  -0.01
H 0.047 -2.797 0.428  0.01


A single C4H6N2S molecule in a non-equilibrium geometry. Source: the OMol25 dataset; level of theory: ωB97M-V/def2-TZVPD.

Results
**Total charge**: 0
**SMILES**: S=C/N=C\N1CC1
**E_tot**: -18057.8410 eV
**Multiplicity**: 1
**HOMO-LUMO gap**: 8.6 eV

Each line ends with the Mulliken charge.
Positions of all 13 atoms, in Å:
S 3.142 -0.563 -0.315  -0.26
C 2.101 0.546 0.443  -0.15
N 1.281 1.418 -0.130  -0.34
C 0.012 1.278 -0.310  0.11
N -0.756 0.309 0.241  -0.16
C -0.513 -1.107 0.203  -0.36
C -1.776 -0.530 -0.381  -0.45
H 2.098 0.596 1.642  0.28
H -0.461 2.230 -0.719  0.31
H -0.543 -1.572 1.224  0.22
H 0.146 -1.515 -0.497  0.32
H -2.769 -0.667 0.034  0.23
H -1.963 -0.423 -1.435  0.25


A single C4H6N2S molecule in a non-equilibrium geometry. Source: the OMol25 dataset; level of theory: ωB97M-V/def2-TZVPD.

Results
**Total charge**: 0
**E_tot**: -18055.1743 eV
**Multiplicity**: 1
**HOMO-LUMO gap (alpha / beta)**: 6.8 / 7.3 eV

Each line ends with the Mulliken charge.
Positions of all 13 atoms, in Å:
C -1.065 -0.322 0.728  -0.50
C -1.174 0.023 -0.634  0.18
C 0.186 -0.664 1.235  -0.48
C -0.282 -0.351 -1.514  -1.02
N 1.163 0.508 1.144  -0.24
N 1.564 1.028 0.123  0.20
S 2.259 2.103 -0.725  -0.18
H -1.796 -0.055 1.344  0.47
H -2.039 0.568 -1.121  0.27
H 0.096 -0.766 2.392  0.23
H 0.711 -1.359 0.637  0.41
H 0.626 -0.933 -1.246  0.30
H -0.251 0.219 -2.364  0.36


A single C4H6N2S molecule in a non-equilibrium geometry. Source: the OMol25 dataset; level of theory: ωB97M-V/def2-TZVPD.

Results
**Total charge**: 0
**SMILES**: [H]/N=C(/C=S)N1CC1
**E_tot**: -18058.1919 eV
**Multiplicity**: 1
**HOMO-LUMO gap**: 7.9 eV

Each line ends with the Mulliken charge.
Positions of all 13 atoms, in Å:
H -1.816 -0.953 -1.699  0.32
N -2.099 -0.428 -0.873  -0.64
C -1.058 -0.076 -0.221  0.55
C -1.374 0.704 1.016  -0.18
S -0.417 1.347 2.137  -0.23
N 0.224 -0.444 -0.697  -0.39
C 1.381 0.439 -0.593  -0.25
C 1.326 -0.810 0.180  -0.27
H -2.495 0.798 1.130  0.32
H 1.260 1.372 -0.010  0.15
H 2.003 0.497 -1.488  0.23
H 1.184 -0.764 1.272  0.17
H 1.880 -1.682 -0.155  0.22